# C10H11NS

One molecule with the formula C10H11NS in a non-equilibrium geometry (ωB97M-V/def2-TZVPD, OMol25).

The geometry in ORCA input format:
```
! RIJCOSX wB97M-V def2-TZVPD def2/J DEFGRID3
* xyz 0 1
H -0.97367 -1.98887 -2.00971
N -1.22461 -2.05268 -1.03150
C -0.85330 -1.20811 -0.20968
C -0.90096 -0.39553 0.90213
C -0.40282 -0.90556 2.32070
C -2.08178 0.54000 1.24177
C 0.15751 0.00702 -0.14077
C -0.08266 0.97707 -1.23267
C 0.77497 1.41831 -2.16083
C 2.14269 1.01829 -1.98558
C 2.41720 0.26183 -0.93246
C 1.53491 -0.28574 0.01528
S 2.19744 -1.46220 0.93602
H 0.34273 -1.71083 2.10098
H -1.40679 -1.43323 2.70651
H -0.24099 -0.06326 2.95476
H -2.45658 0.30990 2.21229
H -2.90319 0.67410 0.61351
H -1.65259 1.59555 1.06364
H -1.09273 1.31187 -1.12102
H 0.40523 2.01788 -3.09390
H 2.92746 1.31967 -2.64269
H 3.37253 0.05451 -0.50678
*
```

## Properties
HOMO level (spin up / spin down), Ha: -0.283 / -0.283
M, g mol⁻¹: 177.27
E_tot, eV: -22868.974
Energy above the lowest of the compared OMol25 structures with the same formula, charge and spin, kJ/mol: 342.06
Gap between HOMO and LUMO (spin up / spin down), eV: 7.21 / 7.21
SMILES: [H]/N=C1/C(C)(C)[C@]12C=CC=CC2=S

Results of the Löwdin charge analysis, in e, for atoms 1 through 6: atom 1 (H): 0.083, atom 2 (N): 0.231, atom 3 (C): -0.215, atom 4 (C): -0.378, atom 5 (C): -0.053, atom 6 (C): -0.008

=====

# C10H12AlClNP

C10H12AlClNP as an isolated structure in a non-equilibrium geometry (ωB97M-V/def2-TZVPD, OMol25).

The geometry in ORCA input format:
```
! RIJCOSX wB97M-V def2-TZVPD def2/J DEFGRID3
* xyz 0 1
C 2.01506 0.25847 -1.93496
C 1.47702 -0.96659 -2.40677
C 0.09209 -0.78141 -2.69109
C -0.21759 0.57478 -2.63356
C 0.92944 1.30081 -2.06379
Al 0.85460 1.06284 -0.03924
P 2.38275 1.30033 1.61668
H 3.06354 0.53561 -1.87878
H 2.03277 -1.87036 -2.64290
H -0.57134 -1.60104 -3.06593
H 1.16702 2.36668 -2.17711
H -1.11860 1.05917 -3.00481
H 2.54974 2.72088 1.61421
H 3.65881 0.72871 1.47109
H 1.91314 0.97913 2.90955
Cl -2.23036 -3.57843 1.74846
C -1.91956 -1.91041 1.54753
C -2.63331 -1.01499 2.35305
C -2.42124 0.33345 2.10430
C -1.44317 0.75612 1.21209
N -0.61125 -0.15067 0.60157
C -0.94976 -1.47623 0.64369
H -3.32287 -1.37869 3.09660
H -2.98551 1.09907 2.62858
H -1.29887 1.81555 0.99946
H -0.41257 -2.16277 -0.00792
*
```

## Properties
HOMO level (spin up / spin down), Ha: -0.176 / -0.207
M, g mol⁻¹: 239.62
E_tot, eV: -40458.736
Energy above the lowest of the compared OMol25 structures with the same formula, charge and spin, kJ/mol: 0.00
Gap between HOMO and LUMO (spin up / spin down), eV: 4.41 / 5.64

Results of the Löwdin charge analysis, in e, for atoms 1 through 6: atom 1 (C): -0.207, atom 2 (C): -0.114, atom 3 (C): -0.135, atom 4 (C): -0.113, atom 5 (C): -0.300, atom 6 (Al): 0.318

=====

# C10H12BBrF3O8

A 3-piece molecular cluster, C10H12BBrF3O8 overall (ωB97M-V/def2-TZVPD, OMol25).

The geometry in ORCA input format:
```
! RIJCOSX wB97M-V def2-TZVPD def2/J DEFGRID3
* xyz -1 1
O 2.97734 -2.46853 1.01036
C 2.69757 -2.32063 -0.14973
F 3.32422 -3.15262 -1.04943
C 1.80578 -1.35616 -0.79771
B 0.41420 -2.07413 -1.40296
C -0.87456 -1.82321 -0.35853
C -1.29280 -3.01412 0.37771
O -1.17343 -3.30860 1.52099
Br -2.27091 -4.31959 -0.79207
H 2.34276 -0.92449 -1.64505
H 1.60525 -0.59448 -0.04239
H 0.61240 -3.26851 -1.55718
H 0.15552 -1.60113 -2.49729
H -1.72515 -1.50144 -0.96444
H -0.67421 -1.05352 0.38875
C 4.43886 2.68681 0.43022
C 3.29565 2.29453 1.34516
O 2.18473 2.33673 0.48186
C 2.62049 2.12090 -0.79816
O 1.93236 1.82034 -1.70367
O 3.97548 2.24275 -0.84251
F 3.11917 3.19150 2.35343
H 4.55877 3.77191 0.42128
H 5.38293 2.20869 0.67478
H 3.37548 1.29619 1.77797
C -4.55922 0.79229 1.32928
C -3.44220 1.34350 0.46560
O -3.71223 0.75514 -0.79200
C -5.03805 0.46227 -0.85809
O -5.62548 0.16511 -1.83977
O -5.59979 0.57420 0.37359
F -2.22818 0.97007 0.91679
H -4.25728 -0.15783 1.77208
H -4.89858 1.47660 2.10152
H -3.44691 2.42947 0.34963
*
```

## Properties
HOMO level, Ha: -0.211
M, g mol⁻¹: 407.91
E_tot, eV: -105818.529
Gap between HOMO and LUMO, eV: 8.23

Results of the Löwdin charge analysis, in e, for atoms 1 through 6: atom 1 (O): 0.085, atom 2 (C): -0.505, atom 3 (F): 0.038, atom 4 (C): -0.127, atom 5 (B): -0.437, atom 6 (C): -0.229